Entry 1:
This record from the Open Molecules 2025 dataset describes the molecule C5H9NO. The level of theory is ωB97M-V/def2-TZVPD.

```
16
Properties=species:S:1:pos:R:3
C 0.96 0.71 1.21
C -0.07 0.42 0.13
N 0.04 1.23 -1.10
C 0.05 0.70 -2.30
C -0.08 -1.06 -0.22
C -1.03 -1.82 0.66
O -1.91 -1.31 1.31
H 1.98 0.48 0.87
H 0.94 1.74 1.57
H 0.73 0.06 2.06
H -1.06 0.67 0.53
H -0.10 2.23 -0.93
H -0.09 1.53 -3.01
H 0.93 -1.49 -0.19
H -0.41 -1.18 -1.26
H -0.89 -2.92 0.67
```

Calculated values
frontier orbital gap: 9.36 eV
E_HOMO: -8.45 eV
E_tot: -8865.958 eV

---

Entry 2:
This record from the Open Molecules 2025 dataset describes a structure of composition C52H46Cl3GeN2O2PbS6Sb. The level of theory is ωB97M-V/def2-TZVPD.

```
114
Properties=species:S:1:pos:R:3
Pb 0.29 0.04 -0.36
Cl 2.08 -0.72 -2.97
C 2.01 -2.44 -3.28
C 2.91 -2.92 -4.21
C 2.92 -4.27 -4.52
C 2.03 -5.11 -3.88
C 1.14 -4.61 -2.95
Cl 0.06 -5.75 -2.21
C 1.08 -3.24 -2.60
S -0.08 -2.67 -1.43
H 3.59 -2.23 -4.70
H 3.62 -4.66 -5.26
H 2.01 -6.17 -4.10
S -3.29 0.95 4.13
Sb -1.05 0.66 3.78
S -1.07 -1.82 2.95
S -0.86 1.69 1.61
S 2.20 2.41 -0.32
C 0.88 3.43 -0.16
N 0.95 4.60 0.48
C -0.10 5.59 0.32
C -1.43 4.90 0.39
N -1.47 3.91 -0.69
C -2.75 3.77 -1.39
C -3.94 3.65 -0.48
C -5.06 4.43 -0.74
C -6.21 4.29 0.03
C -6.24 3.38 1.07
C -5.11 2.61 1.35
C -3.97 2.73 0.57
C -0.42 3.16 -0.94
S -0.44 2.01 -2.19
C 2.00 4.90 1.47
C 1.50 4.80 2.88
C 1.65 3.61 3.58
C 1.15 3.48 4.87
C 0.48 4.54 5.47
C 0.35 5.74 4.78
C 0.87 5.88 3.51
H 0.01 6.08 -0.65
H -0.02 6.33 1.10
H -2.25 5.60 0.24
H -1.57 4.39 1.35
H -2.67 2.89 -2.03
H -2.87 4.64 -2.03
H -5.05 5.14 -1.56
H -7.09 4.88 -0.20
H -7.13 3.27 1.68
H -5.10 1.92 2.18
H -3.10 2.12 0.78
H 2.39 5.90 1.26
H 2.80 4.18 1.30
H 2.14 2.77 3.11
H 1.27 2.55 5.41
H 0.07 4.43 6.46
H -0.17 6.58 5.25
H 0.81 6.84 3.01
Cl 6.37 -2.34 5.49
C 5.26 -2.05 4.18
C 4.27 -2.99 3.89
C 3.43 -2.78 2.83
C 3.57 -1.64 1.99
C 2.83 -1.52 0.81
C 4.54 -0.68 2.36
C 5.38 -0.88 3.43
H 4.18 -3.87 4.51
H 2.65 -3.49 2.60
H 2.14 -2.29 0.49
H 3.07 -0.72 0.12
H 4.61 0.23 1.78
H 6.13 -0.15 3.70
O -1.42 -1.45 1.31
C -2.64 -1.18 0.82
O -2.66 -0.63 -0.25
C -3.84 -1.63 1.59
C -5.11 -0.85 1.25
Ge -5.77 -0.74 -0.60
C -6.21 -2.55 -1.22
C -6.63 -2.76 -2.53
C -6.97 -4.02 -2.99
C -6.87 -5.12 -2.13
C -6.46 -4.93 -0.83
C -6.14 -3.66 -0.37
C -7.48 0.24 -0.43
C -8.25 0.53 -1.55
C -9.45 1.22 -1.45
C -9.91 1.64 -0.20
C -9.15 1.36 0.93
C -7.96 0.67 0.81
C -4.89 0.14 -2.10
C -3.99 -0.57 -2.91
C -3.47 0.01 -4.06
C -3.83 1.30 -4.41
C -4.69 2.02 -3.60
C -5.21 1.45 -2.45
H -3.62 -1.51 2.66
H -3.93 -2.70 1.39
H -4.99 0.17 1.62
H -5.94 -1.31 1.80
H -6.68 -1.92 -3.22
H -7.30 -4.16 -4.01
H -7.12 -6.11 -2.49
H -6.37 -5.78 -0.16
H -5.83 -3.53 0.66
H -7.91 0.22 -2.53
H -10.03 1.44 -2.34
H -10.84 2.17 -0.12
H -9.50 1.68 1.90
H -7.38 0.47 1.71
H -3.69 -1.57 -2.64
H -2.76 -0.55 -4.66
H -3.42 1.74 -5.32
H -4.95 3.04 -3.86
H -5.88 2.03 -1.82
```

Calculated values
total charge: -1
spin multiplicity: 2
frontier orbital gap (alpha / beta): 5.38 / 5.36 eV
E_HOMO (alpha / beta): -4.50 / -4.52 eV
E_tot: -232630.081 eV

---

Entry 3:
This record from the Open Molecules 2025 dataset describes the molecule C4H10N2. The level of theory is ωB97M-V/def2-TZVPD.

```
16
Properties=species:S:1:pos:R:3
C -0.25 -0.19 -0.69
C 0.67 0.14 2.32
C -0.97 1.10 -0.53
C 0.16 -0.64 -2.05
N 1.02 -0.18 0.95
N -0.03 -0.99 0.37
H 0.23 -1.96 0.21
H 1.57 0.55 2.80
H 0.32 -0.74 2.88
H -0.12 0.91 2.42
H -0.41 1.92 -0.98
H -0.06 -1.71 -2.19
H -1.17 1.34 0.51
H -1.93 1.04 -1.06
H 1.25 -0.54 -2.12
H -0.30 -0.06 -2.85
```

Calculated values
frontier orbital gap (alpha / beta): 8.27 / 8.27 eV
E_HOMO (alpha / beta): -7.58 / -7.59 eV
E_tot: -7286.695 eV

---

Entry 4:
This record from the Open Molecules 2025 dataset describes a cluster of 2 separate species, C3H4N2O3 in total at a distorted geometry. The level of theory is ωB97M-V/def2-TZVPD.

```
12
Properties=species:S:1:pos:R:3
C -0.15 -1.52 0.87
C 0.70 -0.05 -1.71
C -0.50 -0.90 1.95
N -0.25 0.68 -1.48
N -0.37 1.69 -0.50
O 0.29 -2.09 -0.02
O -1.40 1.70 0.05
O 0.58 2.36 -0.25
H 0.69 -0.66 -2.53
H 1.62 0.04 -0.98
H -0.59 0.24 1.80
H -0.64 -1.49 2.79
```

Calculated values
frontier orbital gap: 9.17 eV
E_HOMO: -9.55 eV
E_tot: -12292.242 eV

---

Energy above the lowest of the compared OMol25 structures with the same formula, charge and spin values (in kJ/mol) by entry order: 314.0, 210.0, 378.6, 651.6.